Cl2F2H2N2P2S | ωB97M-V/def2-TZVPD

The geometry in XYZ format:
```
11
Properties=species:S:1:pos:R:3:forces:R:3:lowdin_charge:R:1
Cl -1.50117 0.08489 1.68170 -0.908 -0.909 -1.454 0.28
Cl -2.38916 -0.24568 -1.61741 -0.391 -0.466 0.954 0.30
S -1.05756 -2.98721 0.24816 -0.473 2.743 -0.682 0.20
P -1.25702 -1.02529 -0.07912 -0.343 -0.931 1.320 -0.31
P 1.23890 1.04537 0.81947 0.204 2.448 -5.268 0.55
F 2.06212 1.21000 -0.66264 0.687 -1.075 2.319 -0.29
F 0.37412 2.27312 0.13453 -0.341 -1.092 2.087 -0.25
N 1.56073 0.63964 2.18887 0.248 -0.146 0.273 -0.28
N 0.16767 -0.27243 -0.61942 -0.066 -0.877 2.050 -0.30
H 0.07827 0.38582 -1.36543 0.186 0.029 -0.810 0.03
H 0.72309 -1.10822 -0.72870 1.196 0.275 -0.787 0.05
```
Forces are in eV/Å.

E_HOMO: -10.43 eV
energy relative to the best compared isomer or geometry (same formula, charge and spin): 59.1 kcal/mol
total charge: 0
molecular weight: 232.95 g mol⁻¹
spin multiplicity: 1

C13H26F9MnNSSi | ωB97M-V/def2-TZVPD

The geometry in XYZ format:
```
52
Properties=species:S:1:pos:R:3:forces:R:3:lowdin_charge:R:1
Mn 3.72029 3.15128 0.65139 0.073 0.872 0.139 0.79
S -2.73910 0.20752 2.53288 -0.347 -0.131 0.607 0.79
Si 1.02411 -0.03537 -1.00126 -0.367 3.190 2.241 0.70
F -2.53008 -1.28972 0.36773 -0.158 0.215 0.162 0.09
F -4.57258 -0.50870 -1.04221 -0.040 0.183 0.284 0.12
F -1.53556 0.73976 1.59047 0.249 0.039 -0.188 -0.20
F -1.99955 0.89874 3.74319 -0.133 -0.191 -0.157 -0.10
F -3.51884 1.56062 2.26846 0.068 0.010 0.041 -0.12
F -3.88145 -0.27713 3.49083 0.197 0.116 -0.194 -0.09
F -1.91675 -1.12332 2.81132 0.012 0.091 -0.022 -0.13
F -4.42800 -1.49892 1.43320 0.631 0.473 -0.312 0.15
F -5.33563 0.82856 0.51392 0.627 -0.109 -0.129 0.14
N 1.80115 -1.53821 -1.27418 -1.449 -1.273 -1.983 0.09
C -4.19473 0.34407 -0.03434 -0.265 -0.279 -0.285 -0.45
C 3.74712 -1.53277 1.52262 -0.255 0.139 0.064 -0.07
C -3.33068 1.43493 -0.64220 -0.366 0.173 -0.428 -0.07
C -2.45589 0.95082 -1.81227 0.183 0.232 0.214 -0.16
C 0.84071 -2.64875 -1.55720 0.787 -0.098 -0.101 -0.21
C 3.32121 -0.05415 1.52717 0.654 -0.082 0.080 -0.22
C -1.09622 1.67036 -1.91625 -0.190 -0.695 0.104 -0.20
C 2.32583 1.31301 -0.43971 -1.135 -0.902 -0.178 -0.41
C -3.52085 -0.61079 0.99777 -0.516 -0.539 0.278 -0.41
C 1.56642 2.27397 0.53227 0.003 0.131 0.292 -0.14
C 3.55801 0.65756 0.18812 0.282 1.530 0.338 -0.25
C 0.01366 0.69895 -2.39217 0.084 0.042 -1.021 -0.21
C 0.64590 -3.56891 -0.35617 -0.121 -0.556 0.618 -0.03
H 0.69650 1.21684 -3.07115 0.183 -0.101 0.067 0.09
H 2.55472 -1.51612 -1.94729 0.841 -0.469 0.181 0.14
H -0.29597 -3.38935 0.15480 0.031 0.249 0.063 0.09
H -3.00702 1.13732 -2.72891 0.000 -0.174 -0.167 0.13
H 4.06986 0.02851 -0.53566 0.162 -0.007 -0.026 0.11
H 3.92212 0.44592 2.29056 -0.221 0.021 0.012 0.12
H 2.05246 2.44224 1.54046 -0.033 -0.211 -0.456 0.10
H 2.28476 0.05466 1.83726 -0.157 -0.008 -0.020 0.10
H -2.28739 -0.12058 -1.77871 -0.072 -0.160 0.194 0.10
H -2.76277 1.96306 0.11073 0.051 -0.056 0.137 0.10
H 1.46197 -3.48326 0.35439 0.069 0.035 0.055 0.07
H 2.93659 -2.16731 1.86144 -0.057 -0.169 0.131 0.07
H 0.62438 -4.60549 -0.68469 0.044 0.012 -0.163 0.10
H 4.59591 -1.69318 2.17959 0.055 -0.101 -0.001 0.09
H -0.13089 -2.23917 -1.84049 -0.035 0.323 0.098 0.12
H 4.03530 -1.86429 0.53044 0.099 -0.120 -0.202 0.06
H -0.85092 2.14055 -0.96330 0.072 0.129 -0.031 0.09
H 1.34071 3.24142 0.06808 -0.111 -0.030 -0.013 0.10
H 2.59946 1.86837 -1.34220 0.115 -0.057 -0.081 0.11
H -4.04466 2.15581 -1.03824 -0.111 0.082 0.100 0.15
H -1.16811 2.44333 -2.67689 0.163 0.264 0.084 0.13
H 0.14521 -0.19843 0.17353 0.012 -0.443 -0.122 0.06
H 1.21465 -3.20302 -2.41077 0.196 -0.025 -0.047 0.13
H 0.60886 1.87986 0.87525 -0.047 0.034 -0.005 0.06
H 4.30320 1.53736 0.31197 0.439 -1.525 -0.115 0.08
H -0.40741 -0.11839 -2.97361 -0.198 -0.071 -0.137 0.09
```
Forces are in eV/Å.

expectation value of S²: 8.7739
E_HOMO (alpha / beta): -16.38 / -13.93 eV
energy relative to the best compared isomer or geometry (same formula, charge and spin): 9.3 kcal/mol
total charge: +2
molecular weight: 482.43 g mol⁻¹
spin multiplicity: 6

C25H48CeOP2 | ωB97M-V/def2-TZVPD

The geometry in XYZ format:
```
77
Properties=species:S:1:pos:R:3:forces:R:3:lowdin_charge:R:1
Ce 0.02446 0.15619 -0.04577 -5.171 1.001 -1.104 0.77
P -1.28569 0.61786 2.12294 -1.339 -1.016 3.662 0.76
P -1.53647 -0.61348 -1.98372 -0.748 -1.439 -2.270 0.75
O -0.36887 -1.97845 0.22593 -1.708 0.001 -0.180 -0.47
C 3.23684 1.63137 -0.88721 1.003 1.006 -0.554 -0.02
C -1.68779 4.78801 -0.52838 -0.918 0.168 -0.085 -0.17
C -3.30059 -0.62010 -1.67063 -1.097 0.145 0.231 -0.21
C -0.92076 5.45138 0.63957 -0.036 0.536 0.353 -0.17
C 1.61678 -2.11228 2.17721 -0.012 -0.529 0.588 0.01
C 1.85780 -0.47322 -1.30615 2.581 -1.500 2.773 -0.32
C -1.06625 3.50204 -0.96435 1.254 -0.163 -1.269 -0.12
C 1.62202 5.25797 -0.84260 0.361 0.434 0.157 -0.15
C 0.09022 3.44696 -1.68357 -1.613 -0.274 0.435 -0.11
C -1.40897 0.20878 -3.56034 -0.267 0.629 -1.163 -0.23
C 1.56438 -3.03908 -0.92698 -1.434 -1.305 0.722 0.01
C 0.23445 4.63118 1.12971 0.838 0.558 0.636 -0.12
C 1.63699 -1.64609 -0.44697 2.465 1.655 0.023 -0.20
C -1.25466 -2.30771 -2.55612 -0.064 -0.795 -0.373 -0.20
C -1.97470 -0.80082 3.02227 -0.460 -1.124 0.169 -0.24
C 2.23331 0.68335 -0.40253 0.232 -2.940 1.706 -0.33
C -0.57056 -3.44247 0.42631 -2.117 1.913 3.184 -0.16
C -2.84885 1.48096 2.07547 -1.005 1.425 0.341 -0.23
C 2.14520 -0.50654 -2.77990 -0.069 0.113 -0.548 -0.01
C -0.25639 1.01693 3.55773 0.541 1.137 0.965 -0.22
C 2.10412 0.20667 1.04553 3.442 -2.737 -2.443 -0.30
C 1.38595 4.51119 0.44738 0.242 0.841 1.083 -0.11
C 0.86362 4.66825 -2.05736 0.155 0.114 -0.934 -0.16
C 2.85208 0.72307 2.23212 0.196 0.661 0.775 -0.01
C 1.72502 -1.19464 1.01532 2.355 1.309 -2.236 -0.24
H 3.88757 0.34716 2.16973 -0.316 0.082 -0.120 0.12
H -3.59999 -1.20756 -0.78932 0.259 0.110 -0.256 0.07
H -1.59011 5.70705 1.47726 0.136 -0.333 -0.344 0.12
H 2.69651 5.38123 -1.05349 -0.364 -0.436 0.062 0.12
H -0.29955 -2.41966 -3.08793 -0.290 0.210 0.196 0.06
H 0.64014 1.62025 3.40096 -0.346 0.211 -0.216 0.04
H -2.05140 -2.50713 -3.27909 0.099 -0.057 -0.077 0.07
H 0.58476 2.53056 -2.01650 -0.421 -0.325 0.272 0.09
H -2.02589 -0.37225 -4.26018 0.152 0.246 -0.040 0.07
H 2.93744 1.81187 2.35839 -0.252 -0.237 -0.316 0.09
H -2.85370 -1.21835 2.53060 0.075 -0.103 -0.083 0.07
H -0.38527 0.24388 -3.96413 -0.309 -0.073 0.297 0.06
H 2.26244 4.08192 0.95555 -0.483 -0.059 -0.293 0.10
H 1.17443 -1.65599 3.07549 0.224 0.044 -0.306 0.09
H -1.25262 -1.59588 3.22539 -0.067 0.094 -0.191 0.05
H -0.55582 6.43227 0.29929 0.061 -0.279 0.023 0.12
H 1.45676 -3.14567 -1.99355 0.493 0.192 -0.380 0.09
H -3.71163 0.39493 -1.55578 0.199 -0.252 -0.062 0.06
H 4.16304 1.07323 -1.10289 -0.182 0.110 0.065 0.12
H 3.20246 -0.78386 -2.95018 -0.393 0.134 0.148 0.12
H 0.09294 0.10492 4.07797 -0.419 0.304 -0.487 0.07
H 1.03357 -3.02219 1.98452 0.421 0.571 0.005 0.07
H -0.05290 -4.20269 1.07423 1.249 0.376 -1.894 0.15
H 2.45428 0.32945 3.17896 0.061 0.060 -0.356 0.08
H -1.80655 1.22985 -3.53697 0.121 -0.117 0.057 0.07
H 2.40099 -3.59842 -0.54343 0.583 -0.244 -0.122 0.12
H 1.56896 4.42446 -2.87688 -0.324 0.084 0.492 0.12
H -3.43563 1.17447 2.95315 0.134 0.099 -0.239 0.07
H 3.52203 2.39609 -0.16322 -0.258 0.033 -0.057 0.09
H -1.05885 -3.22972 1.32448 -2.387 0.238 1.956 0.07
H 0.17942 4.32639 2.18248 0.128 -0.322 -0.431 0.11
H 1.53609 -1.24266 -3.32313 0.172 0.172 0.240 0.08
H -1.75718 5.49079 -1.37037 0.104 -0.234 0.155 0.12
H -3.46729 1.25926 1.18610 0.519 0.004 0.245 0.07
H 2.62499 -2.45116 2.45317 -0.128 0.129 0.052 0.12
H -3.76885 -1.07237 -2.55746 -0.030 0.124 0.262 0.07
H -2.72541 2.56330 2.15864 -0.040 0.032 -0.256 0.06
H 0.63324 -3.64428 -0.48566 3.131 1.132 -1.722 0.07
H 2.96481 2.11397 -1.83814 -0.024 0.021 0.364 0.09
H -1.38365 -3.79613 -0.15485 -0.109 -0.670 -0.939 0.10
H -1.62082 2.63952 -0.58994 0.201 -0.495 -0.338 0.07
H 1.28420 6.29870 -0.71370 -0.038 -0.320 0.105 0.12
H -0.92434 1.55115 4.24462 0.284 -0.019 0.152 0.08
H -2.30939 -0.40296 3.99667 0.137 -0.140 -0.372 0.08
H 0.19396 5.43114 -2.48244 0.115 -0.230 0.196 0.12
H -1.30862 -3.09404 -1.79774 -0.004 0.544 -0.283 0.04
H -2.73606 4.59883 -0.22882 0.485 0.059 -0.119 0.12
H 1.99058 0.46354 -3.28279 0.034 -0.292 0.313 0.09
```
Forces are in eV/Å.

E_HOMO (alpha / beta): -13.77 / -13.76 eV
energy relative to the best compared isomer or geometry (same formula, charge and spin): 213.7 kcal/mol
total charge: +2
molecular weight: 566.72 g mol⁻¹
spin multiplicity: 1

C16H32BO6P | ωB97M-V/def2-TZVPD

The geometry in XYZ format:
```
56
Properties=species:S:1:pos:R:3:forces:R:3:lowdin_charge:R:1
P 0.17689 3.14824 -2.97336 -0.802 0.258 0.187 0.91
O -5.28849 -5.53086 -0.51344 0.311 0.089 -0.336 -0.19
O 2.98199 4.13483 -2.50968 -1.182 -0.467 -1.562 0.02
O 1.81836 4.82325 -4.64461 -0.063 -2.640 1.947 0.01
O 5.52917 3.21836 4.16264 -0.421 0.057 -0.006 -0.19
O 3.12999 2.52789 2.59103 0.396 -0.084 -0.098 -0.21
O -4.53118 -3.02158 -1.86867 -0.293 -0.155 0.224 -0.21
C -5.09801 -6.20365 -1.75165 -0.202 -0.063 0.148 -0.11
C 0.53810 0.35241 0.08985 -3.243 -1.952 -3.211 0.01
C -4.42661 -3.25057 -0.46326 0.500 -0.160 -0.241 -0.20
C -5.88114 -2.89932 -2.29512 0.117 0.095 -0.144 -0.11
C 0.00988 2.78433 -1.10199 -0.240 -2.089 0.578 -0.38
C 4.57371 2.22715 4.53262 0.409 -0.186 -0.329 -0.20
C -0.25058 1.17628 -0.97414 0.016 -2.352 0.419 -0.23
C -1.27832 0.50515 -1.96052 1.434 -2.188 2.101 -0.08
C 3.93227 1.58795 3.30362 -0.403 0.272 0.387 -0.20
C 5.01427 4.53734 4.28331 0.198 0.011 0.005 -0.11
C 1.07050 -2.04251 1.20218 -0.400 0.191 -1.332 -0.10
C -0.74653 -1.85364 -0.88699 0.101 2.877 -0.436 -0.05
C 0.25956 -1.19261 0.10945 -1.152 1.990 -1.462 -0.21
C -4.16695 -4.72386 -0.15948 -0.558 0.244 0.241 -0.20
C 3.79373 3.03485 1.44023 -0.257 0.118 0.000 -0.11
C -1.56611 -1.03244 -1.94991 3.580 2.552 3.129 -0.05
B 1.82356 4.11794 -3.36330 1.542 0.546 -1.054 -0.70
H 4.82070 3.33326 1.65925 0.011 -0.051 0.021 0.09
H -4.71220 -5.53682 -2.52532 0.043 0.033 0.034 0.08
H 3.78774 2.28137 0.64719 0.105 0.000 -0.093 0.08
H 0.92524 3.11468 -0.48703 -1.408 -0.641 -0.974 0.07
H 3.24538 3.91299 1.09222 -0.019 -0.117 0.049 0.09
H 1.67756 -1.31817 1.86622 -1.003 -1.365 -1.074 0.07
H 1.27789 0.84948 0.81376 -1.301 -0.862 -1.246 0.09
H -6.06520 -6.58951 -2.08093 0.064 0.025 0.133 0.09
H 4.69289 1.14639 2.65157 0.027 0.091 0.042 0.13
H 4.98067 4.82625 5.33881 -0.092 0.074 -0.016 0.09
H -3.57391 -2.66397 -0.10672 -0.009 0.001 0.017 0.11
H -4.41255 -7.04458 -1.61401 0.061 -0.031 -0.106 0.09
H -0.91530 -2.99296 -0.88154 0.442 2.000 0.197 0.09
H -5.31951 -2.89070 0.05965 0.001 -0.133 -0.060 0.13
H 0.39284 1.88161 -3.65327 0.297 0.689 0.760 -0.04
H -0.94124 3.27195 -0.67797 1.544 -0.406 -0.881 0.08
H 5.68914 5.21480 3.75688 0.022 -0.120 0.060 0.09
H 0.35322 -2.68505 1.81236 1.019 0.958 -0.672 0.08
H 4.01846 4.63056 3.84374 -0.001 -0.049 0.032 0.08
H -3.25836 -5.07160 -0.66211 -0.051 0.057 -0.058 0.12
H -6.27215 -1.91771 -2.00839 -0.110 -0.040 0.010 0.09
H -1.81323 1.16953 -2.72457 0.858 -1.082 1.333 0.07
H 3.81372 2.64599 5.20146 -0.024 0.000 -0.138 0.13
H 1.28404 4.21335 -5.21795 0.262 1.283 0.469 0.08
H -4.02146 -4.83653 0.91929 0.047 0.021 -0.009 0.12
H 5.11459 1.45384 5.08704 -0.035 -0.020 -0.005 0.12
H 1.75898 -2.75354 0.60709 -0.865 1.117 1.196 0.09
H -6.51546 -3.68495 -1.87819 0.039 0.019 0.045 0.08
H 3.49456 3.31215 -2.69980 -0.528 0.944 0.394 0.11
H -5.90213 -2.97947 -3.38369 0.092 0.041 0.079 0.09
H -2.28774 -1.50435 -2.69003 1.086 0.629 1.291 0.08
H 3.26476 0.78675 3.63620 0.037 -0.031 0.018 0.12
```
Forces are in eV/Å.

SMILES: Cc1cccc(CPB(O)O)c1.COCCOC.COCCOC
E_HOMO: -8.30 eV
total charge: 0
molecular weight: 362.21 g mol⁻¹
spin multiplicity: 1